The following is a DFT calculation (ωB97M-V/def2-TZVPD) of the molecule C16H21N3O4.

Output
* HOMO energy: -8.626 eV
* SMILES string: CCOC(=O)N1CCN(C(=O)c2ccccc2NC(C)=O)CC1
* energy relative to the best compared isomer or geometry (same formula, charge and spin): 7.5 kcal per mole
* multiplicity: 1
* gap between HOMO and LUMO: 9.249 eV
* charge: 0

Cartesian coordinates (Å):
C -6.752 -1.314 -0.189
C -5.810 -0.547 0.721
O -4.540 -0.442 0.075
C -3.755 0.575 0.484
O -4.055 1.356 1.356
N -2.600 0.645 -0.224
C -1.576 1.586 0.172
C -0.371 0.826 0.741
N 0.084 -0.152 -0.220
C 1.336 -0.313 -0.706
O 1.639 -1.327 -1.331
C 2.330 0.762 -0.447
C 2.022 2.097 -0.692
C 2.949 3.095 -0.458
C 4.201 2.763 0.033
C 4.546 1.441 0.237
C 3.632 0.423 -0.032
N 3.962 -0.921 0.079
C 5.069 -1.493 0.639
C 5.070 -2.997 0.471
O 5.942 -0.886 1.215
C -0.947 -1.110 -0.568
C -2.147 -0.362 -1.157
H -7.719 -1.416 0.293
H -6.878 -0.786 -1.131
H -6.351 -2.303 -0.396
H -6.185 0.460 0.931
H -5.675 -1.069 1.676
H -2.001 2.252 0.924
H -1.275 2.168 -0.705
H 0.433 1.511 1.003
H -0.691 0.296 1.648
H 1.053 2.352 -1.096
H 2.694 4.125 -0.657
H 4.925 3.537 0.236
H 5.529 1.179 0.591
H 3.298 -1.536 -0.385
H 4.198 -3.428 0.959
H 5.971 -3.409 0.916
H 5.037 -3.253 -0.586
H -0.529 -1.810 -1.292
H -1.258 -1.658 0.329
H -2.961 -1.051 -1.368
H -1.844 0.136 -2.086